C26H34CuN3O4P2 | ωB97M-V/def2-TZVPD

Geometry as ORCA input:
```
! RIJCOSX wB97M-V def2-TZVPD def2/J DEFGRID3
* xyz 1 2
Cu -0.441 -0.752 -0.187
P 1.018 -2.064 -1.140
C 0.444 -2.024 -2.880
C -0.635 -0.986 -3.068
N -1.152 -0.382 -1.981
C -2.139 0.525 -2.114
C -2.739 0.730 -3.356
C -2.230 0.094 -4.492
C -1.119 -0.722 -4.347
C -2.538 1.264 -0.858
P -1.077 2.120 -0.085
H -0.615 -1.208 -5.186
H -3.621 1.357 -3.393
H -2.696 0.225 -5.467
H -3.328 1.986 -1.097
H -2.882 0.550 -0.096
H 1.261 -1.819 -3.557
H 0.033 -3.029 -3.108
H 1.820 2.502 -4.532
O 2.687 2.905 -4.397
H 3.308 2.151 -4.310
H 2.407 3.356 -0.331
O 2.750 2.802 0.381
H 3.681 2.689 0.134
C -1.407 3.805 -0.752
H -2.488 3.982 -0.843
H -0.956 4.537 -0.070
H -0.938 3.892 -1.742
C -1.680 2.361 1.636
H -0.791 2.471 2.275
H -2.294 3.271 1.706
H -2.252 1.487 1.968
C 1.249 -3.861 -0.924
H 1.791 -4.315 -1.779
H 1.811 -4.033 0.006
H 0.252 -4.324 -0.849
C 2.697 -1.367 -1.015
H 3.060 -1.631 -0.006
H 3.391 -1.768 -1.769
H 2.631 -0.268 -1.080
O -2.534 -2.778 1.035
C -1.732 -2.313 1.827
N -1.533 -2.706 3.154
C -0.547 -1.915 3.846
C -0.030 -1.050 2.685
O 0.929 -0.271 2.745
N -0.792 -1.295 1.585
C -1.258 -1.105 4.931
C -1.254 0.290 4.937
C -2.051 0.991 5.858
C -2.822 0.290 6.789
C -2.784 -1.112 6.817
C -1.988 -1.806 5.900
C 0.578 -2.788 4.370
C 1.219 -2.523 5.584
C 2.271 -3.347 6.003
C 2.685 -4.420 5.210
C 2.053 -4.666 3.983
C 1.002 -3.844 3.563
H -2.183 -3.358 3.576
H -0.616 0.833 4.236
H -2.053 2.085 5.828
H -3.455 0.833 7.494
H -3.369 -1.674 7.549
H -1.937 -2.897 5.939
H 0.893 -1.674 6.190
H 2.760 -3.137 6.956
H 3.503 -5.062 5.540
H 2.369 -5.492 3.345
H 0.498 -4.036 2.612
*
```

HOMO-LUMO gap (spin up / spin down) = 8.0 / 6.1 eV

---

C23H17ClMnN3O2S2 | ωB97M-V/def2-TZVPD

Geometry as ORCA input:
```
! RIJCOSX wB97M-V def2-TZVPD def2/J DEFGRID3
* xyz 1 4
Mn -0.533 0.184 -1.398
C 0.387 1.550 -6.238
S -1.330 1.544 -5.699
C -1.225 1.304 -3.981
S 0.357 1.208 -3.199
N -2.374 1.244 -3.372
N -2.186 1.111 -2.027
C -3.064 1.393 -1.139
C -2.585 1.506 0.233
C -3.392 2.011 1.181
C -2.900 2.579 2.419
C -1.588 2.717 2.600
C -0.587 2.101 1.700
N -1.139 1.366 0.435
H 0.327 1.658 -7.320
H 0.887 0.614 -6.004
H 0.937 2.397 -5.834
H -4.091 1.643 -1.387
H -4.445 2.112 0.950
H -3.610 2.999 3.117
H -1.190 3.264 3.446
H 0.204 2.790 1.395
Cl 3.496 -5.188 -1.681
C 2.204 -4.050 -1.856
C 1.224 -4.277 -2.824
C 0.185 -3.383 -3.004
C 0.141 -2.257 -2.191
O -0.817 -1.311 -2.341
C 1.098 -2.048 -1.192
C 0.884 -0.840 -0.404
O -0.416 -0.945 0.370
C 2.156 -2.942 -1.034
H 1.294 -5.159 -3.445
H -0.566 -3.538 -3.765
H 1.644 -0.428 0.250
H 2.913 -2.783 -0.278
C -0.595 0.183 1.108
C -0.052 0.757 2.173
C 0.764 0.352 3.308
C 1.839 1.142 3.716
C 2.615 0.750 4.793
C 2.321 -0.427 5.468
C 1.250 -1.212 5.069
C 0.468 -0.826 3.993
H 2.073 2.058 3.185
H 3.451 1.361 5.107
H 2.928 -0.731 6.311
H 1.018 -2.125 5.601
H -0.378 -1.427 3.684
*
```

HOMO-LUMO gap (spin up / spin down) = 5.9 / 7.0 eV

---

C5H6O | ωB97M-V/def2-TZVPD

Geometry as ORCA input:
```
! RIJCOSX wB97M-V def2-TZVPD def2/J DEFGRID3
* xyz 0 1
C -1.790 0.388 -0.278
C -0.990 -0.922 -0.233
C 0.410 -0.598 0.042
C 1.506 -0.147 0.272
C 2.762 0.535 0.505
O 2.849 1.534 1.184
H -1.767 0.878 0.699
H -1.342 1.074 -1.003
H -2.831 0.208 -0.561
H -1.074 -1.465 -1.181
H -1.380 -1.586 0.548
H 3.647 0.101 0.006
*
```

HOMO-LUMO gap = 10.6 eV
structure (SMILES) = CCC#CC=O

---

C7H7F7O3S | ωB97M-V/def2-TZVPD

Geometry as ORCA input:
```
! RIJCOSX wB97M-V def2-TZVPD def2/J DEFGRID3
* xyz 0 1
O 1.868 -1.260 -0.838
S 0.699 -0.446 -0.727
O 0.029 0.099 -1.864
C -0.470 -1.242 0.349
C -1.929 -0.852 0.161
C -2.569 -2.017 0.892
O -1.845 -3.156 0.428
C -0.505 -2.767 0.120
C 1.194 0.995 0.352
F 1.885 0.517 1.393
F 0.054 1.543 0.828
C 2.049 2.078 -0.390
F 2.480 1.585 -1.551
F 3.111 2.373 0.356
C 1.309 3.407 -0.682
F 2.124 4.213 -1.371
F 0.210 3.181 -1.401
F 0.973 4.011 0.460
H -0.144 -1.052 1.374
H -2.159 -0.951 -0.901
H -2.195 0.143 0.505
H -2.445 -1.921 1.978
H -3.623 -2.168 0.668
H 0.196 -3.279 0.777
H -0.297 -3.035 -0.917
*
```

HOMO-LUMO gap = 11.0 eV
structure (SMILES) = O=S(=O)([C@H]1CCOC1)C(F)(F)C(F)(F)C(F)(F)F

---

C2H6NO3S | ωB97M-V/def2-TZVPD

Geometry as ORCA input:
```
! RIJCOSX wB97M-V def2-TZVPD def2/J DEFGRID3
* xyz -1 1
C 0.794 -0.555 0.270
C -0.453 1.351 0.207
N -1.822 -1.089 -1.107
O -2.336 -0.601 1.292
O -3.347 0.901 -0.335
O 0.677 0.687 -0.328
S -2.305 -0.057 -0.057
H 1.455 -1.229 -0.406
H -0.096 -0.999 0.474
H 1.278 -0.568 1.229
H -0.501 1.263 1.252
H -0.625 2.405 -0.105
H -1.683 -0.811 -2.093
*
```

HOMO-LUMO gap = 7.4 eV

---

C33H44N8 | ωB97M-V/def2-TZVPD

Geometry as ORCA input:
```
! RIJCOSX wB97M-V def2-TZVPD def2/J DEFGRID3
* xyz 0 1
C -4.812 -4.026 0.729
C -3.669 -4.781 -0.122
C -2.233 -4.078 0.086
C -2.309 -2.461 -0.137
C -1.109 -2.129 -1.183
N -0.169 -1.913 -1.960
C -2.144 -1.709 1.281
C -0.637 -1.197 1.444
N 0.540 -0.995 1.684
C -3.152 -0.476 1.522
C -3.270 0.552 0.284
H -4.307 -3.538 1.642
H -5.263 -3.171 0.090
H -5.624 -4.746 1.129
H -3.577 -5.854 0.297
H -3.915 -4.890 -1.244
H -1.476 -4.570 -0.642
H -1.870 -4.353 1.152
H -3.281 -2.139 -0.683
H -2.363 -2.482 2.114
H -4.188 -0.909 1.773
H -2.769 0.078 2.467
H -3.998 1.378 0.604
H -3.562 0.033 -0.699
H -2.254 1.077 0.069
N -2.566 -0.137 -3.995
C -3.283 1.000 -3.732
C -4.141 1.217 -4.783
C -3.939 0.170 -5.714
C -2.965 -0.652 -5.201
H -1.862 -0.536 -3.392
H -3.121 1.557 -2.821
H -4.837 2.038 -4.872
H -4.451 0.031 -6.655
H -2.520 -1.556 -5.589
N 3.207 3.372 1.448
C 3.813 2.906 2.585
C 3.249 1.693 2.901
C 2.270 1.413 1.916
C 2.268 2.464 1.031
H 3.419 4.245 0.991
H 4.591 3.478 3.071
H 3.513 1.076 3.748
H 1.636 0.536 1.859
H 1.680 2.643 0.143
N -3.300 -4.338 -5.421
C -3.082 -5.528 -4.779
C -2.971 -6.511 -5.732
C -3.120 -5.890 -6.997
C -3.319 -4.549 -6.774
H -3.425 -3.446 -4.968
H -3.027 -5.573 -3.701
H -2.799 -7.560 -5.541
H -3.086 -6.371 -7.964
H -3.474 -3.729 -7.459
N 2.177 4.374 -1.868
C 2.951 5.311 -2.500
C 2.404 5.549 -3.737
C 1.253 4.730 -3.854
C 1.137 4.019 -2.685
H 2.345 4.005 -0.946
H 3.824 5.725 -2.016
H 2.788 6.237 -4.476
H 0.584 4.668 -4.700
H 0.406 3.291 -2.365
N 2.561 4.516 5.246
C 1.818 3.570 5.900
C 1.482 4.073 7.134
C 2.037 5.372 7.225
C 2.695 5.620 6.045
H 2.949 4.415 4.320
H 1.595 2.622 5.432
H 0.899 3.561 7.886
H 1.964 6.052 8.062
H 3.247 6.484 5.706
N 7.195 -1.995 4.200
C 6.582 -1.578 3.048
C 5.959 -0.382 3.308
C 6.208 -0.062 4.665
C 6.976 -1.074 5.190
H 7.724 -2.846 4.304
H 6.642 -2.168 2.145
H 5.387 0.199 2.599
H 5.865 0.812 5.200
H 7.383 -1.218 6.180
*
```

HOMO-LUMO gap = 8.3 eV
structure (SMILES) = CCC[C@H](C#N)[C@@H](C#N)CC.c1cc[nH]c1.c1cc[nH]c1.c1cc[nH]c1.c1cc[nH]c1.c1cc[nH]c1.c1cc[nH]c1

---

C7H10 | ωB97M-V/def2-TZVPD

Geometry as ORCA input:
```
! RIJCOSX wB97M-V def2-TZVPD def2/J DEFGRID3
* xyz 0 1
C 1.495 -1.259 -0.225
C 0.314 -0.456 0.192
C -1.075 -0.990 0.185
C -1.239 0.340 -0.522
C -0.600 1.503 0.171
C 0.299 0.739 1.149
C 0.260 1.275 -1.026
H 1.802 -1.930 0.589
H 1.252 -1.882 -1.093
H 2.311 -0.584 -0.483
H -1.614 -1.108 1.141
H -1.241 -1.856 -0.462
H -1.824 0.372 -1.426
H -1.166 2.403 0.395
H -0.134 0.502 2.129
H 1.281 1.204 1.259
H -0.169 1.710 -1.966
*
```

HOMO-LUMO gap = 8.2 eV

---

C5H3FOS | ωB97M-V/def2-TZVPD

Geometry as ORCA input:
```
! RIJCOSX wB97M-V def2-TZVPD def2/J DEFGRID3
* xyz 0 1
C 0.953 0.687 0.540
C 1.114 -0.528 0.049
C -0.187 -1.011 -0.497
C -1.173 0.109 -0.325
C -0.463 1.180 0.420
H 2.062 -1.094 -0.025
H -0.499 -1.927 0.061
H -0.072 -1.241 -1.547
O -0.842 2.205 0.933
F 1.815 1.445 1.224
S -2.708 0.175 -0.832
*
```

HOMO-LUMO gap = 7.6 eV
structure (SMILES) = O=C1C(=S)CC=C1F